# 1
Here is a 8-piece molecular cluster, C21H45ClO24PS overall in a non-equilibrium geometry from OMol25. Energies are from ωB97M-V/def2-TZVPD.

Summary:
- Total charge: +1
- E_HOMO: -12.02 eV
- LUMO energy: -7.002 eV

The geometry in XYZ format:
```
93
C21H45ClO24PS | OMol25 | ωB97M-V/def2-TZVPD
O -0.3131 -5.6356 -0.7306
P 1.0940 -4.9102 -0.4740
O 0.9450 -3.1779 -0.2707
O 2.0822 -5.2736 -1.9023
S 1.9594 -5.9082 1.2484
Cl 3.9837 -5.2495 1.2157
H 1.6528 -2.7351 -0.8601
H 1.5500 -4.8286 -2.6458
H 1.4024 -5.4218 2.4489
C 3.1423 0.2025 4.4862
O 1.7625 0.3470 4.1552
C 1.2836 -0.6145 3.3261
O 1.9220 -1.5486 2.8669
O -0.0287 -0.3566 3.0964
C -0.6687 -1.2946 2.2333
H 3.4178 1.0243 5.1529
H 3.3162 -0.7413 5.0130
H 3.7636 0.2656 3.5870
H -0.6472 -2.2982 2.6701
H -0.1998 -1.2913 1.2441
H -1.7132 -0.9913 2.1198
C 3.6312 1.9703 -4.2032
O 2.6835 1.2791 -3.3917
C 2.8521 1.4621 -2.0578
O 3.7171 2.1444 -1.5312
O 1.8916 0.7544 -1.4114
C 1.9463 0.8539 0.0105
H 3.4020 1.7527 -5.2501
H 3.5535 3.0517 -4.0514
H 4.6471 1.6205 -3.9934
H 1.8012 1.8907 0.3307
H 2.8948 0.4595 0.3888
H 1.1336 0.2497 0.4230
C 0.4174 3.4327 -3.1501
O -0.8889 4.0029 -3.0983
C -1.2055 4.5656 -1.9047
O -0.4838 4.6145 -0.9210
O -2.4641 5.0645 -1.9954
C -2.9341 5.6913 -0.8035
H 0.5631 3.0121 -4.1490
H 1.1805 4.2001 -2.9850
H 0.5150 2.6241 -2.4186
H -2.3050 6.5491 -0.5447
H -2.9705 4.9731 0.0218
H -3.9491 6.0531 -0.9896
C -2.2908 -6.0002 6.3991
O -2.8231 -4.7067 6.6785
C -2.0198 -3.6795 6.3031
O -0.9266 -3.7822 5.7690
O -2.6438 -2.5183 6.6249
C -1.9092 -1.3438 6.2853
H -3.0153 -6.7447 6.7406
H -2.1425 -6.1324 5.3226
H -1.3535 -6.1575 6.9426
H -1.7457 -1.2899 5.2041
H -0.9567 -1.3149 6.8241
H -2.5015 -0.4756 6.5872
C -5.3701 7.2289 -3.7161
O -6.6764 7.7990 -3.6642
C -6.9929 8.3618 -2.4707
O -6.2712 8.4106 -1.4869
O -8.2516 8.8606 -2.5614
C -8.7216 9.4875 -1.3695
H -5.2243 6.8083 -4.7149
H -4.6070 7.9963 -3.5510
H -5.2725 6.4202 -2.9845
H -8.0925 10.3453 -1.1106
H -8.7579 8.7692 -0.5441
H -9.7366 9.8492 -1.5556
C 10.5614 -3.4817 -1.5515
O 9.8007 -3.1232 -0.3996
C 8.5086 -3.5364 -0.4331
O 7.9793 -4.1631 -1.3375
O 7.9075 -3.1315 0.7141
C 6.5333 -3.4993 0.8180
H 11.5778 -3.1012 -1.4171
H 10.6125 -4.5701 -1.6571
H 10.1385 -3.0235 -2.4514
H 6.4234 -4.5885 0.8071
H 5.9494 -3.0418 0.0129
H 6.1546 -3.1249 1.7730
C -1.7027 -4.2933 -2.9437
O -3.0364 -3.9601 -3.3239
C -3.5947 -2.9659 -2.5882
O -3.0595 -2.3670 -1.6685
O -4.8517 -2.7536 -3.0531
C -5.5652 -1.7263 -2.3675
H -1.3561 -5.0986 -3.5974
H -1.0377 -3.4335 -3.0744
H -1.6743 -4.6527 -1.9100
H -5.0546 -0.7639 -2.4753
H -5.6912 -1.9831 -1.3109
H -6.5564 -1.6424 -2.8217
```



# 2
Here is C21H45N5SSb2Ti as an isolated structure from OMol25. Energies are from ωB97M-V/def2-TZVPD.

Summary:
- Total charge: +4
- E_HOMO: -18.39 eV
- LUMO energy: -13.256 eV

The geometry in XYZ format:
```
75
C21H45N5SSb2Ti | OMol25 | ωB97M-V/def2-TZVPD
Ti -0.6205 0.6441 0.5298
N -1.5824 -0.7978 1.8862
C -2.7749 -0.0643 2.3956
C -2.2843 1.2269 3.0130
N -1.4944 2.0393 2.0144
C -2.3044 3.1203 1.3434
C -2.7254 2.6570 -0.0301
N -1.4759 2.1968 -0.7124
H -1.8838 -1.6190 1.3668
H -1.0527 -1.1487 2.6832
H -3.3220 -0.6578 3.1299
H -3.4512 0.1118 1.5549
H -1.6180 1.0066 3.8505
H -3.1085 1.8238 3.4039
H -0.7838 2.5289 2.5541
H -1.6621 3.9996 1.2554
H -3.1532 3.4015 1.9662
H -3.2000 3.4605 -0.5948
H -3.4268 1.8202 0.0120
H -0.8832 3.0088 -0.8997
H -1.6977 1.8064 -1.6267
C 1.7437 0.4637 4.4957
Sb 1.5818 0.5885 2.3788
C 2.2510 2.5900 2.1468
C 3.0903 -0.6908 1.5477
C 4.4014 0.0253 1.5072
C 5.3737 -0.3158 2.4479
C 6.6223 0.2814 2.4288
C 6.9114 1.2290 1.4570
C 5.9478 1.5796 0.5226
C 4.6802 0.9996 0.5372
C 3.7438 1.5468 -0.5267
Sb 1.7983 0.8502 -1.1083
C 1.3659 2.3106 -2.5810
C 2.1993 -0.8720 -2.2612
H 2.7933 0.7243 4.6461
H 1.5426 -0.5402 4.8598
H 1.0974 1.1914 4.9800
H 3.3395 2.5819 2.2224
H 1.8493 3.1735 2.9767
H 1.9557 3.0590 1.2096
H 2.7515 -1.0313 0.5699
H 3.1154 -1.5712 2.1912
H 5.1606 -1.0820 3.1839
H 7.3703 -0.0054 3.1548
H 7.8859 1.6961 1.4214
H 6.1906 2.3214 -0.2283
H 4.2274 1.4578 -1.5065
H 3.5832 2.6164 -0.3730
H 2.2216 2.3249 -3.2576
H 1.2593 3.3051 -2.1485
H 0.4816 2.0416 -3.1569
H 3.0361 -0.6028 -2.9073
H 1.3311 -1.1227 -2.8639
H 2.4854 -1.7127 -1.6330
C -3.0480 -5.3938 -2.5696
C -2.5455 -4.1286 -3.2328
N -1.9850 -3.1600 -2.2422
C -2.3969 -1.9568 -1.9298
S -1.1316 -0.9363 -1.1414
N -3.5806 -1.4324 -2.1568
C -4.8627 -2.1150 -2.5114
C -5.3241 -1.7842 -3.9158
H -3.3745 -6.0894 -3.3419
H -3.8908 -5.2073 -1.9038
H -2.2596 -5.8861 -2.0004
H -3.3094 -3.6106 -3.8040
H -1.7223 -4.3358 -3.9172
H -1.1171 -3.4502 -1.8117
H -3.6531 -0.4361 -2.0261
H -5.5802 -1.7674 -1.7674
H -4.7230 -3.1785 -2.3410
H -5.4640 -0.7110 -4.0460
H -6.2874 -2.2613 -4.0930
H -4.6278 -2.1351 -4.6770
```



# 3
Here is a 2-piece molecular cluster, C21H45NO5 overall in a non-equilibrium geometry from OMol25. Energies are from ωB97M-V/def2-TZVPD.

Summary:
- E_HOMO: -8.21 eV
- Structure (SMILES): COCCCCCCCCCCCOC(=O)OCOC.CCN(CC)CC
- LUMO energy: 0.609 eV

The geometry in XYZ format:
```
72
C21H45NO5 | OMol25 | ωB97M-V/def2-TZVPD
C -1.0328 4.6612 -2.9075
O -1.3276 4.0668 -4.1424
C -1.9123 2.7893 -3.9697
C -2.0074 2.1325 -5.3213
C -2.7432 0.7705 -5.3414
C -2.7541 0.0031 -4.0127
C -4.0947 0.1533 -3.2836
C -4.0596 -0.1673 -1.7933
C -2.8555 0.4111 -1.0562
C -3.0909 0.4750 0.4477
C -1.9421 1.1708 1.1933
C -0.6556 0.3377 1.2035
C 0.3313 0.8013 0.1558
O 0.9229 2.0331 0.6102
C 2.0003 2.3976 -0.1339
O 2.0229 3.3788 -0.8894
O 3.0397 1.5611 0.1032
C 4.0488 1.5887 -0.8799
O 5.0058 2.5152 -0.4969
C 5.7729 3.0053 -1.5782
H -0.1590 4.2129 -2.4359
H -1.8826 4.6210 -2.2259
H -0.8078 5.7082 -3.0736
H -1.2524 2.2143 -3.3184
H -2.8902 2.9069 -3.5016
H -1.0289 2.0487 -5.7779
H -2.5639 2.8142 -5.9597
H -2.2931 0.1707 -6.1236
H -3.7705 0.9437 -5.6475
H -1.9123 0.2668 -3.3878
H -2.6384 -1.0536 -4.2417
H -4.7803 -0.5444 -3.7599
H -4.5210 1.1347 -3.4673
H -4.1395 -1.2334 -1.6053
H -4.9489 0.2672 -1.3392
H -2.5903 1.3967 -1.4316
H -2.0088 -0.2523 -1.2204
H -4.0143 0.9948 0.6797
H -3.1197 -0.5497 0.8084
H -2.2767 1.3495 2.2100
H -1.7381 2.1423 0.7530
H -0.1538 0.4173 2.1633
H -0.8637 -0.7176 1.0565
H -0.1550 1.0002 -0.7950
H 1.0847 0.0309 0.0167
H 3.6196 1.8252 -1.8518
H 4.4795 0.5888 -0.9096
H 6.5650 2.3046 -1.8311
H 5.1521 3.1589 -2.4584
H 6.1897 3.9580 -1.2875
C 2.8309 -1.4506 4.9277
C 2.3604 -2.8804 5.1496
N 1.0205 -3.1240 4.6508
C 0.4559 -4.3833 5.1019
C 1.1254 -5.6853 4.6442
C 0.8056 -2.7937 3.2548
C 1.6849 -3.4860 2.2036
H 2.1212 -0.7383 5.3498
H 3.7941 -1.3005 5.4161
H 2.9649 -1.2196 3.8702
H 2.3520 -3.0731 6.2254
H 3.1049 -3.5685 4.7178
H -0.5993 -4.4073 4.8163
H 0.4589 -4.3651 6.1961
H 0.9105 -5.9112 3.6006
H 0.7438 -6.5192 5.2367
H 2.2072 -5.6598 4.7772
H 0.9329 -1.7139 3.1421
H -0.2456 -2.9749 3.0153
H 2.7358 -3.5048 2.4945
H 1.6194 -2.9434 1.2574
H 1.3652 -4.5080 2.0072
```



# 4
Here is C21H46As3CoN12OS as an isolated structure from OMol25. Energies are from ωB97M-V/def2-TZVPD.

Summary:
- ⟨S²⟩: 3.759
- Total charge: -1
- Spin multiplicity: 4
- E_HOMO (alpha / beta): -4.15 / -4.96 eV
- LUMO energy (alpha / beta): 2.550 / 2.547 eV

The geometry in XYZ format:
```
85
C21H46As3CoN12OS | OMol25 | ωB97M-V/def2-TZVPD
Co 0.7182 0.3807 -0.1963
C 0.0664 0.2264 4.8914
As -0.1293 -0.6207 3.1005
C 1.2675 -1.9617 3.4396
C -1.6511 -1.8133 3.5295
C -3.0645 -1.2972 3.2075
C -3.2542 0.1193 3.7544
C -3.3587 -1.3117 1.6895
As -2.4138 -0.1193 0.3937
C -3.6772 1.4092 0.4568
C -3.3280 -0.9962 -1.1174
C -4.0877 -2.2691 3.8256
As -4.4169 -2.5801 5.7631
C -5.4732 -0.9698 6.2037
C -2.8083 -2.0273 6.7595
H -0.0837 -0.4936 5.6987
H -0.6308 1.0551 5.0202
H 1.0796 0.6252 4.9625
H 1.2559 -2.2979 4.4781
H 2.2421 -1.5279 3.2123
H 1.1146 -2.8215 2.7878
H -1.5888 -2.0605 4.5916
H -1.4787 -2.7296 2.9596
H -2.5673 0.8013 3.2467
H -3.0393 0.1617 4.8237
H -4.2759 0.4717 3.5906
H -4.4251 -1.1043 1.5470
H -3.1627 -2.3163 1.3050
H -4.7135 1.0928 0.5936
H -3.5901 1.9384 -0.4939
H -3.4080 2.1071 1.2499
H -4.3999 -1.0832 -0.9258
H -2.9086 -1.9953 -1.2437
H -3.1726 -0.4305 -2.0345
H -3.8839 -3.2689 3.4300
H -5.0924 -2.0149 3.4653
H -6.3341 -0.8917 5.5396
H -4.8830 -0.0574 6.1224
H -5.8455 -1.0516 7.2255
H -2.0024 -2.7469 6.6231
H -3.0680 -2.0128 7.8190
H -2.4530 -1.0375 6.4759
N 2.4008 -2.2716 -1.5992
C 2.9044 -1.0151 -1.8549
N 4.0512 -0.8280 -2.4965
N 4.1788 0.5019 -2.5682
N 3.1705 1.0779 -2.0073
N 2.3184 0.1434 -1.5399
C 1.2965 -2.5337 -0.8325
N 0.8595 -3.7642 -0.5868
N -0.2423 -3.5876 0.1537
N -0.4586 -2.3325 0.3398
N 0.5042 -1.6129 -0.2745
H 3.0193 -3.0428 -1.7810
N 0.5447 4.3982 -0.8162
C 0.7268 3.1663 -0.2675
O -0.1809 2.3362 -0.2999
C 2.0541 2.8672 0.3674
C 1.9700 1.5342 1.1134
H -0.2315 4.4881 -1.4526
H 1.3561 4.9627 -0.9978
H 2.3744 3.7265 0.9742
H 2.7602 2.7592 -0.4625
H 1.4991 1.6837 2.0919
H 2.9766 1.1382 1.2715
C -0.2946 1.3443 -6.2355
N 0.6203 1.1653 -5.1181
C 1.0931 2.4506 -4.6152
C 0.1016 0.2813 -4.1401
S -0.7454 0.8374 -2.8186
N 0.2946 -1.0187 -4.4258
C -0.2276 -2.0783 -3.5849
C 1.0962 -1.4577 -5.5520
H -1.1969 1.8935 -5.9300
H -0.6001 0.3803 -6.6440
H 0.2161 1.9112 -7.0146
H 1.6369 2.9429 -5.4242
H 1.7706 2.2920 -3.7834
H 0.2680 3.0940 -4.2852
H -0.6724 -1.6483 -2.6936
H 0.5805 -2.7499 -3.2938
H -0.9877 -2.6550 -4.1214
H 1.6998 -0.6312 -5.9121
H 0.4594 -1.8255 -6.3639
H 1.7495 -2.2695 -5.2296
```



# 5
Here is C21H46AsCrN7OSb2 as an isolated structure in a non-equilibrium geometry from OMol25. Energies are from ωB97M-V/def2-TZVPD.

Summary:
- ⟨S²⟩: 3.855
- Total charge: +3
- Spin multiplicity: 4
- E_HOMO (alpha / beta): -14.17 / -14.19 eV
- LUMO energy (alpha / beta): -10.017 / -8.385 eV

The geometry in XYZ format:
```
79
C21H46AsCrN7OSb2 | OMol25 | ωB97M-V/def2-TZVPD
Cr 1.4112 1.0325 -0.2808
N -0.2102 2.2737 -0.8273
C 0.0495 3.5249 -1.6122
C 1.5311 3.6131 -2.1371
N 2.3692 2.4256 -1.7211
C 2.8562 1.5079 -2.8268
C 1.7603 0.5689 -3.3089
N 1.1445 -0.1507 -2.0988
H -0.4866 2.5260 0.1451
H -0.9949 1.7122 -1.1460
H -0.6330 3.6390 -2.4542
H -0.1058 4.3854 -1.0082
H 1.4871 3.7371 -3.2300
H 1.9817 4.5413 -1.7105
H 3.2099 2.7928 -1.2244
H 3.2168 2.0988 -3.6560
H 3.7491 0.9132 -2.5222
H 0.9522 1.0891 -3.8341
H 2.2967 -0.1714 -3.9646
H 0.1729 -0.3360 -2.2431
H 1.5054 -1.0724 -1.9824
C -4.0387 1.8433 -3.0150
Sb -3.3186 -0.0374 -2.1290
C -4.3870 -1.4142 -3.4249
C -4.8129 -0.1869 -0.5465
C -4.7150 -1.4285 0.2960
C -5.6476 -2.4634 0.0622
C -5.8199 -3.4634 0.9979
C -5.0740 -3.4876 2.1371
C -3.9696 -2.5974 2.3287
C -3.7878 -1.5357 1.3937
C -2.6596 -0.5524 1.5540
Sb -0.7205 -1.5311 1.1757
C -1.4193 -3.5672 0.6547
C -0.1396 -1.7682 3.2552
H -5.1356 1.7636 -3.0694
H -3.6847 1.9245 -4.0426
H -3.7224 2.6884 -2.3909
H -5.4025 -1.0859 -3.7772
H -4.5506 -2.3305 -2.8249
H -3.7765 -1.6282 -4.2991
H -5.7848 -0.1316 -1.1213
H -4.7156 0.7120 0.0952
H -6.2014 -2.5241 -0.9186
H -6.5468 -4.2423 0.8052
H -5.2380 -4.2529 2.9121
H -3.2758 -2.7476 3.1546
H -2.6343 -0.1674 2.5634
H -2.6836 0.2950 0.9128
H -2.0194 -3.9865 1.4806
H -0.4864 -4.1530 0.4980
H -2.0600 -3.5923 -0.2693
H -0.4405 -2.7525 3.6501
H -0.5156 -0.9798 3.9379
H 0.9668 -1.6695 3.2791
N 5.6249 -3.7546 0.8065
C 5.0177 -2.7866 0.1080
N 5.3947 -2.5574 -1.1621
N 4.1249 -2.0731 0.7577
C 3.2839 -1.2316 0.4501
N 2.5312 -0.3142 0.4153
H 6.1291 -4.4595 0.3208
H 5.3344 -3.8198 1.7842
H 6.2422 -2.9772 -1.5132
H 4.9719 -1.7548 -1.6414
C 2.1590 3.9975 3.4126
As 2.6689 2.4642 2.4118
C 2.9478 0.9592 3.6010
C 4.3213 2.8278 1.4549
O 1.4363 2.2860 1.2563
H 2.6504 3.9865 4.4039
H 1.0678 4.0425 3.5309
H 2.4690 4.9041 2.9026
H 3.9248 1.0036 4.1462
H 2.9516 0.1052 2.9320
H 2.0350 0.9261 4.2548
H 4.9686 3.4812 2.0533
H 4.0430 3.2322 0.4354
H 4.8564 1.9123 1.2065
```



# 6
Here is a 7-piece molecular cluster, C21H46Cl12IN5OP overall in a non-equilibrium geometry from OMol25. Energies are from ωB97M-V/def2-TZVPD.

Summary:
- Total charge: +1
- E_HOMO: -12.29 eV
- LUMO energy: -3.155 eV

The geometry in XYZ format:
```
87
C21H46Cl12IN5OP | OMol25 | ωB97M-V/def2-TZVPD
C 0.6221 -4.7861 -1.0361
C 0.8716 -4.2112 0.3418
C 0.9782 -2.7017 0.3860
I 2.1162 -2.1518 2.1657
N 1.6122 -2.1267 -0.7822
C 1.3761 -0.8118 -1.0743
N 2.3468 0.1384 -0.8002
P 3.6483 0.1809 -1.9103
N 3.1685 0.6333 -3.3171
N 0.3056 -0.4429 -1.6862
C 0.0752 0.9731 -2.0641
C -0.2635 1.8905 -0.9568
N -1.4300 2.3174 -0.8374
C -0.6762 -1.4136 -2.2138
C -2.1423 -1.0996 -2.0026
C -2.7471 -1.3879 -0.6530
O -2.8250 -0.1945 0.0963
H -0.4259 -4.8196 -1.2555
H 0.9531 -5.8047 -1.0402
H 1.1615 -4.2820 -1.8123
H 0.0341 -4.4662 0.9621
H 1.7183 -4.6587 0.8139
H 0.0243 -2.2609 0.5464
H 2.6081 -2.2761 -0.7137
H 2.6262 0.0608 0.1779
H 4.5675 1.0299 -1.3085
H 4.2393 -1.0977 -1.8979
H 3.3626 -0.1022 -3.9893
H -0.6597 0.9929 -2.8341
H 0.9876 1.3101 -2.5150
H 0.5501 2.2031 -0.3299
H -1.4925 2.9739 -0.0683
H -0.4852 -1.4266 -3.2715
H -0.4714 -2.3995 -1.8565
H -2.6549 -1.7311 -2.7017
H -2.3901 -0.0887 -2.2707
H -2.2226 -2.1684 -0.1238
H -3.7429 -1.7679 -0.8112
H -2.7401 -0.3692 1.0385
Cl 3.3720 -1.6583 -5.8518
C 3.0797 -0.3276 -7.0111
C 2.3986 0.8422 -6.3557
Cl 0.7212 0.4564 -5.8836
H 2.4928 -0.7282 -7.8317
H 4.0507 -0.0180 -7.3906
H 2.3475 1.6793 -7.0483
H 2.9241 1.1591 -5.4609
Cl -4.9295 -2.9531 2.6958
C -5.2516 -1.5627 3.7680
C -4.5918 -0.3312 3.2211
Cl -2.8035 -0.4676 3.2997
H -4.8986 -1.8074 4.7649
H -6.3285 -1.4130 3.8016
H -4.8752 0.5474 3.7946
H -4.8615 -0.1808 2.1799
Cl 4.9543 1.1578 5.0079
C 5.6264 -0.4014 5.5539
C 4.8280 -1.5621 5.0278
Cl 3.2011 -1.6373 5.7611
H 5.6488 -0.3952 6.6392
H 6.6463 -0.4600 5.1807
H 5.3284 -2.4979 5.2671
H 4.7100 -1.4937 3.9497
Cl -4.9469 4.2131 6.4371
C -3.3333 3.4822 6.6245
C -3.2004 2.2068 5.8390
Cl -4.2179 0.9004 6.5088
H -3.1629 3.3135 7.6836
H -2.6075 4.2072 6.2623
H -2.1735 1.8584 5.8711
H -3.4859 2.3532 4.8005
Cl -6.6481 -1.2532 -3.3872
C -6.8464 0.1839 -2.3521
C -5.8363 0.2096 -1.2380
Cl -6.1234 -1.0850 -0.0404
H -7.8622 0.1829 -1.9686
H -6.7102 1.0573 -2.9863
H -5.8933 1.1556 -0.7045
H -4.8278 0.0906 -1.6194
Cl 6.1967 2.8665 -0.9704
C 5.6080 4.2721 -1.9048
C 4.9510 5.2886 -1.0136
Cl 3.4206 4.6689 -0.3335
H 4.9178 3.9017 -2.6576
H 6.4710 4.7070 -2.4032
H 4.7099 6.1779 -1.5912
H 5.5938 5.5696 -0.1852
```